No. 1
This record from the OMol25 dataset describes a molecular structure, C15H12EuF9N4O4S. The level of theory is ωB97M-V/def2-TZVPD.

Element x y z (Å)
Eu  0.55109  -0.53517  -0.77971
N  -1.86094  -1.53493  -1.22579
C  -2.46938  -0.89858  -0.02864
C  -2.28310  0.60633  -0.20438
O  -3.22891  1.25351  -0.69472
N  -1.04339  1.04991  0.07115
C  -0.62773  2.22737  -0.74758
C  0.35173  1.63018  -1.79150
O  1.58149  1.78101  -1.61576
O  -0.13830  0.70271  -2.54140
H  -2.22566  -1.05916  -2.04372
H  -2.10436  -2.51341  -1.29177
H  -1.94912  -1.27505  0.85220
H  -3.53683  -1.09850  0.06204
H  -0.09377  2.96339  -0.14747
H  -1.50283  2.67791  -1.21252
F  1.82772  -4.94656  -1.64412
C  1.01391  -3.94792  -1.22626
F  1.31957  -2.86736  -1.96130
F  -0.23649  -4.32138  -1.57712
C  1.08773  -3.61250  0.31722
O  0.62904  -2.39450  0.51153
C  0.22827  -4.67915  1.08583
F  0.36372  -5.93917  0.59817
F  -1.07651  -4.38048  1.03501
F  0.57231  -4.71701  2.39187
C  2.57618  -3.79142  0.78615
F  3.44105  -3.26422  -0.09522
F  2.91297  -5.10842  0.92271
F  2.78904  -3.20074  1.96292
N  1.48462  1.15697  2.42891
C  2.60270  0.83275  1.71466
N  2.53203  0.23486  0.58835
C  3.77305  0.07330  -0.00058
C  4.00206  -0.42698  -1.28751
C  5.30737  -0.53420  -1.72656
C  6.38549  -0.14309  -0.92127
C  6.16026  0.39052  0.33760
C  4.84668  0.50213  0.77642
S  4.24166  1.19205  2.26935
H  0.60257  1.12637  1.92084
H  1.54972  1.77039  3.21727
H  3.18751  -0.69236  -1.95002
H  5.50055  -0.91994  -2.72211
H  7.39993  -0.24058  -1.28962
H  6.99260  0.71803  0.94984

Force components x, y, z for each atom (eV/Å):
0.7 -1.5 0.5
-0.3 0.3 0.1
-0.1 -0.2 0.1
-0.2 0.8 -0.2
0.4 -0.4 0.2
0.0 0.5 -0.2
-0.3 -0.2 0.2
-0.4 0.4 -0.5
-0.3 0.2 -0.2
-0.1 1.6 -0.9
0.0 0.0 -0.1
0.0 -0.1 0.1
0.0 0.0 0.1
-0.1 -0.1 0.0
0.0 0.0 0.0
0.0 0.1 -0.1
-0.1 0.4 0.2
-0.1 -1.1 0.1
0.1 0.1 -0.1
0.2 0.3 0.0
-0.1 -0.2 -0.2
0.3 -1.0 0.8
-0.1 -0.3 0.1
0.0 0.3 0.2
0.3 0.0 0.0
-0.1 0.0 -0.4
0.0 -0.6 0.1
-0.1 0.1 0.0
0.0 0.6 0.0
0.0 0.0 -0.2
0.5 -0.2 -0.2
-0.4 0.4 0.7
0.3 -0.2 -0.5
-0.1 0.0 -0.2
0.2 0.1 0.3
0.2 0.0 0.0
-0.2 0.0 0.0
0.1 0.0 0.0
0.2 0.1 0.2
-0.2 0.0 -0.1
0.0 0.0 0.0
0.0 0.1 0.0
0.0 0.0 0.1
0.0 0.0 0.1
-0.1 0.0 0.0
-0.1 0.0 0.0

Computed properties:
E_LUMO (alpha / beta): 2.325 / 2.324 eV
net charge: -1
2S+1: 8
gap between HOMO and LUMO (alpha / beta): 0.195 / 0.273 Eh
HOMO level (alpha / beta): -2.99 / -5.10 eV

The net atomic charges from Mulliken, expressed in e, are: 0.69 -0.49 -0.64 0.49 -0.75 -0.46 -0.77 0.89 -0.67 -0.67 0.25 0.22 0.27 0.46 0.25 0.41 -0.30 0.36 -0.17 -0.29 1.13 -0.76 0.53 -0.30 -0.23 -0.29 0.44 -0.23 -0.31 -0.27 -0.39 0.33 0.38 -0.07 -0.23 -0.82 -0.60 -0.41 0.44 -0.37 0.15 0.24 0.40 0.38 0.38 0.39



No. 2
This record from the OMol25 dataset describes a molecular structure, C15H13BCo2O12. The level of theory is ωB97M-V/def2-TZVPD.

Element x y z (Å)
C  2.09775  -0.90586  -3.88920
C  1.34657  -0.96091  -2.60669
O  0.32997  -1.88769  -2.68586
B  -0.28577  -2.59216  -1.68466
H  0.50006  -0.17568  0.09625
O  -1.65025  -2.58058  -1.55136
C  -2.50623  -1.55645  -1.94271
C  -3.78516  -2.13296  -2.46092
O  -2.23150  -0.37929  -1.79807
O  0.48755  -3.33228  -0.81810
C  0.08489  -3.62556  0.46941
C  0.61107  -4.96144  0.88521
O  -0.57025  -2.85699  1.14501
O  1.55940  -0.24881  -1.63514
H  1.41029  -0.99716  -4.74600
H  2.65055  0.04050  -3.91255
H  2.81261  -1.74542  -3.91044
H  -3.93132  -3.16150  -2.10332
H  -4.60753  -1.47869  -2.15665
H  -3.74558  -2.13304  -3.55842
H  1.52425  -5.21635  0.33105
H  0.79540  -4.94302  1.96224
H  -0.15128  -5.73266  0.69616
O  -3.13262  2.75204  3.14609
C  -2.03250  3.06865  2.97555
Co  -0.36853  3.55389  2.69284
C  -0.74249  4.42533  1.19443
O  -0.98586  5.05460  0.25727
C  -0.35735  4.71583  4.02624
O  -0.31943  5.49703  4.87822
C  0.33054  1.74847  2.68239
C  0.24640  1.18373  1.45827
C  -0.36307  0.19869  0.63760
Co  1.52365  2.38190  1.47306
C  1.45967  2.94436  -0.22090
O  1.47771  3.36012  -1.29736
C  3.15779  1.63917  1.27060
O  4.18895  1.13820  1.12943
C  1.98777  3.95187  2.23923
O  2.67095  4.79934  2.65063
H  0.40922  1.19631  3.61171
H  -1.06662  0.58042  -0.11507
H  -0.82970  -0.62597  1.18449

Force components x, y, z for each atom (eV/Å):
0.2 0.3 -0.2
-0.3 0.1 0.4
0.7 0.8 0.1
-0.2 0.6 0.8
-0.1 -0.4 -0.8
0.1 0.5 -0.3
0.3 0.5 0.3
-0.2 0.2 0.0
-0.1 -1.7 -0.1
-0.4 0.3 0.0
-0.4 0.2 0.5
0.1 -0.1 0.3
0.9 -0.8 -1.0
-0.5 -1.2 -0.9
0.4 0.0 0.4
-0.1 -0.3 -0.2
-0.3 0.3 -0.1
0.1 0.4 -0.2
0.1 -0.2 -0.1
0.0 0.0 0.2
-0.4 0.1 0.2
0.0 -0.1 -0.2
0.2 0.3 -0.1
4.2 1.3 -0.9
-5.2 -1.8 2.0
1.9 -1.5 -1.2
-0.7 4.4 -5.0
0.6 -2.2 3.0
-0.6 3.7 4.4
0.0 -3.0 -3.3
-0.7 -3.4 1.7
-2.0 -1.2 1.7
0.1 -0.6 0.0
0.2 3.1 -1.1
0.9 1.7 -5.5
-0.3 -1.5 3.9
4.2 -2.5 -0.5
-4.0 2.0 0.6
4.6 4.3 2.3
-3.0 -2.9 -1.5
-0.3 0.2 0.2
0.2 0.1 -0.1
-0.1 0.3 0.2

Computed properties:
E_LUMO: -10.609 eV
net charge: +2
2S+1: 1
gap between HOMO and LUMO: 0.184 Eh
HOMO level: -15.61 eV

The net atomic charges from Mulliken, expressed in e, are: -1.14 0.80 -0.45 0.88 0.38 -0.41 0.82 -1.12 -0.58 -0.47 0.84 -1.10 -0.57 -0.55 0.33 0.34 0.31 0.34 0.35 0.31 0.34 0.35 0.30 -0.16 0.39 0.26 0.16 -0.17 0.16 -0.14 -0.05 0.18 -0.88 0.21 0.30 -0.17 0.11 -0.17 0.46 -0.20 0.58 0.43 0.40



No. 3
This record from the OMol25 dataset describes a gas-phase ion, C15H13BF9NO4P (charge +1). The level of theory is ωB97M-V/def2-TZVPD.

Element x y z (Å)
O  6.10793  -2.55573  -2.00608
B  5.31370  -2.38082  -0.91381
O  5.74635  -2.74512  0.33638
C  3.86695  -1.72767  -1.04959
C  3.43882  -0.77381  -0.17136
C  2.15213  -0.18922  -0.31490
C  1.62583  0.81306  0.54216
P  2.48680  1.49440  2.02471
O  3.29128  0.19081  2.62939
O  3.59765  2.51360  1.38407
C  0.38462  1.34143  0.29944
C  -0.40844  0.92846  -0.79581
C  -1.77484  1.49414  -1.12722
C  -2.42976  2.38878  -0.06110
C  -3.28000  1.62146  0.93149
F  -3.59415  2.48546  1.92195
F  -2.53932  0.61447  1.45596
C  -4.63660  1.08678  0.35765
F  -5.67115  1.65956  0.96592
F  -4.72294  1.45141  -0.94752
C  -4.80448  -0.45180  0.37393
F  -3.87577  -1.05352  -0.38052
F  -5.98941  -0.69212  -0.21732
C  -4.85979  -1.11495  1.79972
F  -5.83267  -2.00582  1.84559
F  -4.99914  -0.22415  2.76356
F  -3.71744  -1.78382  1.99958
C  0.07809  -0.05121  -1.61901
C  1.35554  -0.62225  -1.40453
C  1.84860  -1.60490  -2.26990
N  3.05111  -2.12195  -2.08015
H  6.45322  -3.45609  -2.04172
H  5.09676  -3.28836  0.79773
H  4.08658  -0.48561  0.63877
H  4.18340  0.42488  2.91849
H  3.78576  3.17284  2.06181
H  0.03350  2.10700  0.97820
H  -1.78700  2.00295  -2.08788
H  -2.42514  0.62970  -1.26275
H  -1.68880  2.91536  0.53462
H  -3.01420  3.16904  -0.53733
H  -0.51962  -0.40296  -2.45059
H  1.22837  -1.94337  -3.08711
H  3.35769  -2.83035  -2.73493

Force components x, y, z for each atom (eV/Å):
-1.0 -0.2 -0.3
0.3 0.0 0.4
-0.2 -0.6 -0.6
0.8 -0.1 0.1
-0.4 -0.2 -0.4
0.0 0.1 -0.1
1.1 -0.3 -0.1
-1.6 0.9 1.5
0.4 0.1 -0.8
0.3 -0.8 -0.3
0.2 -0.1 -0.1
-0.2 0.0 -0.5
-0.5 -0.2 0.7
0.4 -0.1 -0.4
0.0 1.2 -0.4
0.0 -0.2 0.4
-0.2 -0.3 0.2
0.4 -0.1 -0.4
-0.1 -0.1 0.3
0.2 -0.1 -0.2
-1.1 -0.1 0.2
0.5 0.1 0.0
-0.1 0.1 0.0
0.9 -0.7 -0.5
-0.4 0.1 0.1
-0.2 0.3 0.1
0.1 0.1 0.1
0.1 0.0 0.1
-0.1 0.1 0.0
-0.2 0.2 0.3
-0.6 0.4 -0.2
0.7 0.3 0.1
0.0 0.4 0.5
0.0 0.0 0.0
0.0 -0.1 0.1
0.0 0.2 -0.1
-0.1 0.0 0.1
0.3 0.1 0.0
0.0 0.0 -0.2
0.0 0.0 0.1
-0.3 -0.1 0.0
0.0 0.0 -0.1
0.2 -0.2 -0.2
0.3 0.0 0.1

Computed properties:
SMILES string: OB(O)c1cc2c(P(O)O)cc(CCC(F)(F)C(F)(F)C(F)(F)C(F)(F)F)cc2c[nH+]1
E_LUMO: -4.440 eV
net charge: +1
2S+1: 1
gap between HOMO and LUMO: 0.264 Eh
HOMO level: -11.62 eV

The net atomic charges from Mulliken, expressed in e, are: -0.46 0.47 -0.51 -0.62 -0.37 0.82 0.09 0.03 -0.49 -0.49 -0.43 0.60 -0.74 -1.39 0.95 -0.34 -0.33 0.52 -0.29 -0.32 0.53 -0.25 -0.32 0.79 -0.25 -0.24 -0.25 -0.59 0.25 -0.69 0.11 0.33 0.33 0.48 0.32 0.35 0.27 0.66 0.29 0.53 0.40 0.49 0.46 0.30



No. 4
This record from the OMol25 dataset describes a molecular structure, C15H13Cl3GeN3O9W. The level of theory is ωB97M-V/def2-TZVPD.

Element x y z (Å)
W  -0.10080  -0.16504  0.41631
O  1.38768  3.29204  -0.92401
C  1.09871  2.14022  -0.94449
O  -0.08129  1.64717  -0.48491
C  1.91919  1.02238  -1.50350
C  2.97830  1.09922  -2.38509
C  3.46507  -0.09061  -2.92416
C  2.85203  -1.30371  -2.61361
C  1.81302  -1.29413  -1.70531
N  1.41320  -0.15453  -1.14443
C  0.92131  -2.43878  -1.32464
O  0.97075  -3.52781  -1.79390
O  -0.01567  -2.02790  -0.44077
H  3.38172  2.06556  -2.65598
H  4.29266  -0.06821  -3.62052
H  3.15175  -2.23915  -3.06717
N  -1.79153  -1.44740  1.18366
C  -2.70550  -2.31534  0.36980
C  -3.44235  -1.56647  -0.71643
C  -2.50703  -1.07119  -1.79501
N  -1.61388  0.00054  -1.27597
H  -1.30795  -2.09074  1.80824
H  -2.34474  -0.85064  1.79765
H  -3.40773  -2.76110  1.07494
H  -2.09743  -3.11005  -0.05439
H  -4.02930  -0.73956  -0.30248
H  -4.15916  -2.25403  -1.16593
H  -3.06695  -0.65311  -2.63218
H  -1.88368  -1.88117  -2.17056
H  -2.17946  0.79484  -0.97303
H  -1.07564  0.37757  -2.05209
O  0.04737  4.99116  3.91371
C  0.01305  4.00421  3.32381
C  1.30420  3.12778  2.69715
O  2.40853  3.48598  2.82679
C  0.64097  2.00074  2.07093
C  -0.71072  1.97301  2.16239
O  -1.34829  0.98717  1.61045
C  -1.30500  3.09274  2.89155
O  -2.39445  3.41034  3.17180
O  1.23699  1.02164  1.42712
Cl  2.17499  -3.48716  1.35980
Ge  1.91600  -1.41439  1.57498
Cl  0.40758  -1.10046  3.17300
Cl  3.77351  -0.48162  1.81652

Force components x, y, z for each atom (eV/Å):
-0.5 0.1 -0.4
0.0 0.0 0.0
-0.1 0.1 0.1
0.2 0.0 0.1
0.1 -0.1 -0.1
0.0 0.0 0.0
0.0 0.0 0.0
0.0 0.0 0.0
0.1 0.0 0.0
-0.2 0.0 0.1
-0.2 0.1 0.0
0.0 0.0 0.0
0.2 0.1 0.2
0.0 0.0 0.0
0.0 0.0 0.0
0.0 0.0 0.0
0.0 0.1 -0.1
0.0 0.0 0.0
0.1 0.0 0.0
0.0 0.0 0.0
0.1 -0.2 -0.1
0.0 0.0 0.0
0.0 0.0 -0.1
0.0 0.0 0.0
0.0 0.0 0.0
0.0 0.0 0.0
0.0 0.0 0.0
0.0 0.0 0.0
0.0 0.0 0.0
0.0 0.0 0.0
0.0 0.0 0.0
0.0 0.0 0.0
0.0 0.2 0.1
0.2 -0.2 -0.1
-0.1 0.0 0.0
0.2 0.0 0.0
-0.1 0.2 0.1
0.0 0.0 0.0
-0.2 -0.2 -0.1
0.0 0.0 0.0
0.1 0.1 0.1
0.0 0.1 0.0
0.0 0.0 -0.1
0.2 -0.2 0.1
0.1 -0.1 0.1

Computed properties:
E_LUMO (alpha / beta): -8.747 / -10.017 eV
net charge: +2
2S+1: 2
gap between HOMO and LUMO (alpha / beta): 0.265 / 0.218 Eh
HOMO level (alpha / beta): -15.96 / -15.95 eV

The net atomic charges from Mulliken, expressed in e, are: 1.38 -0.52 -0.02 -0.61 0.79 -0.76 -0.42 -0.82 0.97 0.59 -0.41 -0.52 -0.49 0.60 0.50 0.60 -0.57 -0.68 -0.76 -0.64 -0.58 0.37 0.32 0.52 0.32 0.33 0.42 0.51 0.28 0.39 0.47 -0.19 0.40 -0.05 -0.32 0.44 0.98 -0.69 0.07 -0.32 -0.24 -0.20 0.95 -0.21 -0.20



The records above yield maximum force values of 1.80; 6.76; 2.32; 0.68 eV Å⁻¹, respectively.